{
  "formula": "C38H66O24P2",
  "method": "wB97M-V/def2-TZVPD",
  "elements": ["C", "O", "P", "O", "O", "C", "O", "C", "H", "H", "H", "H", "H", "H", "H", "H", "H", "C", "O", "P", "O", "O", "C", "O", "C", "H", "H", "H", "H", "H", "H", "H", "H", "H", "O", "C", "C", "C", "C", "O", "H", "H", "H", "H", "H", "H", "O", "C", "C", "C", "C", "O", "H", "H", "H", "H", "H", "H", "O", "C", "C", "C", "C", "O", "H", "H", "H", "H", "H", "H", "O", "C", "C", "C", "C", "O", "H", "H", "H", "H", "H", "H", "O", "C", "C", "C", "C", "O", "H", "H", "H", "H", "H", "H", "O", "C", "C", "C", "C", "O", "H", "H", "H", "H", "H", "H", "O", "C", "C", "C", "C", "O", "H", "H", "H", "H", "H", "H", "O", "C", "C", "C", "C", "O", "H", "H", "H", "H", "H", "H"],
  "positions_angstrom": [[1.40509, 6.66140, -3.67955], [0.38706, 6.50007, -4.58563], [-0.95232, 5.67251, -4.05791], [-1.50382, 6.09100, -2.68405], [-0.68347, 4.09118, -4.33913], [-1.69714, 3.14550, -4.07750], [-1.96376, 6.03651, -5.30339], [-3.00168, 7.00179, -5.14566], [2.33930, 6.35448, -4.14982], [1.28181, 6.22496, -2.68838], [1.57536, 7.73436, -3.59083], [-1.70166, 2.50366, -4.95848], [-2.70379, 3.56089, -4.03046], [-1.46894, 2.56596, -3.18299], [-2.99952, 7.45318, -4.15352], [-3.95279, 6.48670, -5.28047], [-2.88306, 7.75318, -5.92633], [-0.73109, -2.35510, 0.41423], [-0.46207, -1.10182, -0.09592], [0.61473, -0.14197, 0.58112], [1.15708, -0.53102, 1.91310], [-0.07765, 1.37417, 0.66297], [-0.38228, 1.98581, -0.56917], [1.75361, 0.00779, -0.57787], [2.56349, -1.07600, -0.90484], [-0.39009, -2.62663, 1.41328], [-0.38825, -3.18661, -0.20153], [-1.81532, -2.38137, 0.52303], [0.48671, 2.17818, -1.19840], [-0.87818, 2.89699, -0.23458], [-1.05803, 1.36071, -1.15287], [2.39205, -1.99185, -0.33922], [3.59403, -0.73301, -0.81294], [2.42455, -1.40740, -1.93390], [2.09457, 3.71601, -2.46371], [3.15053, 3.12850, -2.86092], [4.66331, 3.52828, -2.67948], [5.33822, 2.18189, -2.75880], [4.41420, 1.49252, -3.76650], [3.11974, 1.98221, -3.45838], [4.85577, 4.28375, -3.44127], [4.87593, 4.09482, -1.77288], [6.29839, 2.21330, -3.27376], [5.31478, 1.65746, -1.80354], [4.64189, 1.59948, -4.82707], [4.49575, 0.40908, -3.67930], [3.09938, -4.18702, -1.61070], [2.55858, -5.05379, -0.97565], [1.70982, -6.20727, -1.47812], [0.90203, -6.59658, -0.27166], [1.76196, -6.07210, 0.91476], [2.62919, -5.06743, 0.34628], [1.13116, -5.93941, -2.36214], [2.44549, -6.97858, -1.70612], [-0.11692, -6.21094, -0.30518], [0.86486, -7.67563, -0.12210], [1.14479, -5.65422, 1.71011], [2.41161, -6.86160, 1.29256], [-0.43887, -3.88065, -2.91384], [0.09365, -2.86113, -3.37909], [1.31841, -2.83275, -4.26532], [1.10939, -1.43554, -4.90288], [0.36175, -0.62306, -3.87846], [-0.37972, -1.60333, -3.14707], [2.19752, -2.82010, -3.62104], [1.32676, -3.73877, -4.87126], [2.06533, -1.01431, -5.21407], [0.48495, -1.57917, -5.78467], [1.07361, -0.08730, -3.25052], [-0.25196, 0.01996, -4.50932], [-2.93416, -0.31206, 6.71648], [-1.86262, -0.30698, 6.17254], [-0.53462, 0.37110, 6.53943], [0.42803, -0.63709, 5.95345], [-0.34223, -1.11014, 4.76268], [-1.69542, -1.06774, 5.08770], [-0.48163, 1.36767, 6.10107], [-0.60003, 0.59809, 7.60352], [1.34703, -0.15650, 5.61794], [0.71513, -1.47504, 6.58869], [-0.06896, -0.39090, 3.99059], [-0.06321, -2.08099, 4.35318], [2.20704, 2.10309, 4.10266], [2.72950, 2.12556, 2.99757], [3.74844, 1.19865, 2.40825], [4.25881, 1.95122, 1.16653], [3.04528, 2.90595, 0.82922], [2.38874, 3.08669, 2.06709], [4.51203, 1.05167, 3.17208], [3.23261, 0.28665, 2.10778], [5.16308, 2.50921, 1.40950], [4.43770, 1.20179, 0.39552], [3.39576, 3.90514, 0.57064], [2.35338, 2.48950, 0.09713], [-2.64767, 3.25130, 6.09778], [-2.32943, 3.27779, 4.89661], [-3.20250, 3.27537, 3.59164], [-2.14422, 3.28028, 2.47209], [-0.80750, 3.17492, 3.15300], [-1.05044, 3.20099, 4.52052], [-3.93206, 2.46696, 3.54336], [-3.72726, 4.23072, 3.59622], [-2.22433, 2.60341, 1.62148], [-2.24423, 4.24455, 1.97381], [-0.36923, 2.23191, 2.82627], [-0.06964, 3.94240, 2.91925], [-5.31441, -2.06480, 3.25756], [-4.75129, -1.44502, 2.38213], [-3.95400, -0.10581, 2.42877], [-3.30387, -0.14300, 1.04584], [-4.10289, -1.09412, 0.17541], [-4.77898, -1.95582, 1.04776], [-4.68138, 0.62173, 2.78890], [-3.17529, -0.18518, 3.18733], [-3.30931, 0.82790, 0.55043], [-2.30313, -0.51265, 1.26939], [-4.90704, -0.59692, -0.36702], [-3.48463, -1.61396, -0.55644], [-0.89173, -4.76427, 2.42737], [-1.81010, -5.43575, 1.91155], [-2.87092, -6.35918, 2.45578], [-3.51921, -6.93038, 1.17818], [-3.21593, -5.82397, 0.16624], [-2.03763, -5.29152, 0.62370], [-2.56045, -7.22844, 3.03552], [-3.62127, -5.79153, 3.00610], [-3.11796, -7.84664, 0.74510], [-4.59214, -7.09475, 1.27771], [-3.33432, -6.28612, -0.81382], [-4.03905, -5.10987, 0.19132]],
  "forces_ev_per_a": [[2.450, 1.400, 0.766], [-3.671, -2.470, -0.044], [-1.505, 1.652, 0.507], [1.721, -1.389, -3.445], [0.633, 2.553, 0.419], [-0.502, -0.642, -0.530], [1.284, -0.802, 1.429], [-0.270, 0.038, 0.039], [0.035, -0.684, 0.178], [-0.153, -0.164, -0.236], [-0.252, 0.213, 0.477], [0.026, -0.288, 0.159], [0.101, 0.298, 0.286], [-0.009, 0.146, -0.013], [0.144, 0.024, -0.068], [-0.022, 0.056, -0.055], [0.007, 0.023, 0.122], [-1.496, -2.464, 1.211], [1.575, 2.161, -0.056], [0.648, 1.239, 0.976], [-0.872, 0.220, -1.714], [1.884, -3.482, -0.097], [-0.682, 0.600, -0.463], [-2.061, 1.288, 1.088], [0.957, -1.173, -0.567], [0.564, 0.837, 0.121], [-0.085, 0.372, -0.545], [-0.039, -0.545, -0.298], [0.137, 0.256, 0.244], [0.034, 0.199, -0.715], [-0.292, -0.006, 0.019], [0.081, 0.230, 0.486], [0.106, -0.330, 0.167], [-0.200, 0.368, -0.195], [4.075, -2.070, -1.587], [-2.426, 3.723, 2.958], [-1.438, 0.829, 0.742], [-0.004, 0.258, -2.024], [0.848, -1.182, 0.248], [-1.032, -1.864, -1.146], [0.369, -0.453, -0.569], [-0.456, -0.286, 0.265], [0.379, -0.001, 0.789], [0.300, 0.091, -0.115], [0.033, 0.959, -0.017], [-0.712, -0.134, 0.533], [0.190, 0.018, -0.370], [-0.460, 0.489, -0.661], [0.494, 0.233, -0.093], [0.173, -0.618, 0.964], [-0.378, -0.201, -0.585], [-0.281, 0.081, 0.955], [0.194, 0.023, 0.091], [-0.056, -0.180, -0.327], [0.259, 0.192, 0.140], [-0.334, -0.067, -0.319], [0.335, 0.188, -0.069], [-0.068, 0.013, 0.141], [1.065, 2.813, -0.880], [-1.006, -2.490, 1.248], [-0.708, 1.116, 0.567], [1.172, -1.612, -1.141], [0.839, -0.521, -0.932], [-0.336, -0.450, 0.167], [0.042, -0.272, 0.097], [0.084, 0.387, -0.224], [-0.162, 0.255, -0.038], [0.046, 0.182, -0.139], [-0.475, 0.209, 0.327], [-0.530, 0.346, 1.017], [0.444, 0.582, 0.151], [-1.066, 0.457, 0.942], [-1.480, -0.153, 0.654], [1.340, 0.150, 0.522], [1.660, 0.235, -1.621], [-0.508, -0.541, -0.618], [0.054, -0.140, -0.531], [0.501, -0.503, 0.102], [0.071, -0.067, 0.057], [-0.273, 0.156, 0.438], [-0.598, 0.064, -0.487], [-0.172, -0.152, 0.319], [1.064, 0.074, -2.082], [-1.658, 0.500, 1.333], [0.318, 0.694, -0.133], [-0.997, -0.214, 0.075], [1.496, -0.338, 0.477], [-0.444, -0.515, 1.248], [-0.058, -0.430, -0.168], [0.115, -0.113, 0.404], [-0.047, 0.041, -0.247], [0.231, 0.374, -0.265], [-0.113, -0.154, -0.538], [0.133, 0.099, -0.034], [0.625, 0.363, -3.649], [-1.273, -1.106, 2.056], [0.698, 0.305, 0.595], [-0.897, 1.467, -0.927], [0.598, -0.607, -1.199], [0.450, 0.074, 1.795], [0.214, 0.075, 0.374], [-0.265, -0.172, 0.001], [-0.334, -0.565, 0.551], [0.171, 0.226, 0.013], [0.288, -0.099, 0.655], [-0.230, 0.127, -0.071], [0.999, 1.280, -1.494], [-0.646, -1.521, 0.371], [-0.699, -2.085, -0.001], [-0.136, 1.251, 0.169], [-0.433, 0.658, -0.150], [0.143, -0.340, 2.262], [0.103, 0.372, -0.670], [-0.278, -0.102, 0.239], [0.567, 0.051, 0.101], [-0.025, 0.251, -0.642], [0.233, 0.454, -0.313], [-0.008, -0.301, 0.181], [-2.535, -2.387, -0.879], [2.174, 1.893, 2.007], [-0.540, -1.510, -0.316], [-0.564, 0.500, -0.322], [-3.399, -1.531, 0.480], [1.714, 1.379, -2.147], [0.543, 0.640, 0.482], [0.204, 0.131, 0.173], [0.447, -0.187, 0.723], [0.032, 0.065, 0.107], [1.468, 0.485, -0.392], [0.268, 0.625, 0.178]],
  "multiplicity": 1,
  "mol_weight_g_mol": 968.87,
  "gap_ev": 9.3,
  "e_lumo_ev": 0.1,
  "smiles": "COP(=O)(OC)OC.COP(=O)(OC)OC.O=C1CCCO1.O=C1CCCO1.O=C1CCCO1.O=C1CCCO1.O=C1CCCO1.O=C1CCCO1.O=C1CCCO1.O=C1CCCO1",
  "max_force_ev_per_a": 5.3
}